[1]
The following is a DFT calculation (the ωB97M-V functional and the def2-TZVPD basis) of a gas-phase ion, C6H10ClN4 (charge +1).

Properties
Multiplicity: 1
Relative energy (zero: lowest compared OMol25 entry of this formula, charge and spin): 375.1 kJ/mol
Electronic energy: -24856.4911 eV
Net charge: +1
SMILES: NC1=C/C=N/NC[C@H](Cl)\C=[NH+]\1
Gap between HOMO and LUMO (spin up / spin down): 7.95 / 7.95 eV

Atoms and positions in Å:
H -1.093 2.691 0.663
C -0.193 -1.424 -1.458
C 0.027 -1.189 -0.040
C 1.140 0.331 1.441
N 1.182 -0.552 0.321
H 2.898 -0.336 2.051
N -1.964 0.470 -1.251
H -0.224 0.736 -2.219
H 2.294 0.721 3.028
C -0.959 -0.025 -2.075
N -1.465 0.754 0.006
Cl -1.480 -2.690 -1.743
C 0.216 1.315 1.635
N 2.081 0.032 2.346
H -0.698 -1.551 0.679
H 0.348 1.970 2.457
H 0.600 -1.540 -2.124
H -1.227 -0.349 -3.086
H 1.929 -0.746 -0.316
H -2.589 -0.247 -0.932
C -0.822 1.629 0.617

***

[2]
The following is a DFT calculation (the ωB97M-V functional and the def2-TZVPD basis) of a molecular structure, C30H32BrN3O5Ru.

Properties
Multiplicity: 5
Relative energy (zero: lowest compared OMol25 entry of this formula, charge and spin): 0.0 kJ/mol
Electronic energy: -118944.2891 eV
Expectation value of S²: 6.03
Net charge: +2
Gap between HOMO and LUMO (spin up / spin down): 7.50 / 6.52 eV

Atoms and positions in Å:
C 2.181 -3.725 -3.916
N -7.004 1.735 -2.538
C -2.024 3.478 5.927
H 2.586 -1.638 2.808
C -1.838 2.592 3.710
C -4.627 -1.152 -0.555
H 2.488 -4.328 -4.770
C 1.246 -0.298 -3.145
H 4.769 -0.019 0.385
C 2.505 -2.249 -4.212
C -6.169 0.724 -1.847
H 3.341 -2.521 -1.683
O -2.495 1.773 -0.127
H -3.039 1.422 2.519
C 1.330 0.017 -0.714
H 0.877 0.013 -4.111
C 4.025 -2.085 -4.411
H 4.334 -2.694 -5.260
C 2.095 -1.412 -3.024
C 2.055 -1.620 1.856
H 3.336 2.102 4.153
O -8.012 1.341 -3.075
C 1.559 2.753 5.161
H 4.779 -2.320 -0.135
Br -0.123 1.963 -2.185
C -2.625 3.070 4.717
C 4.009 -2.473 0.622
H 3.490 -3.411 0.417
H -4.010 -1.877 -0.041
C 2.336 -1.020 -0.601
H 4.250 -0.071 2.065
H 2.710 -4.103 -3.042
C 2.633 -1.707 -1.742
H 4.594 -2.416 -3.542
H 3.364 0.899 0.863
C 3.893 -0.040 1.034
C -4.989 1.138 -1.271
H -2.649 3.858 6.722
Ru -0.822 1.404 1.145
H 2.034 -0.811 -5.792
O -6.638 2.890 -2.458
H -0.212 3.707 7.027
H -2.769 2.916 1.907
H 2.109 1.411 2.108
C 1.585 1.847 2.949
H 1.111 -3.874 -3.765
C 0.156 2.893 5.063
H 0.704 -1.923 -5.407
H -3.699 3.142 4.595
H 4.518 -2.585 1.579
O -2.267 -0.188 0.742
C 3.044 -1.287 0.723
H 2.106 -2.486 -6.306
H 1.228 -0.921 1.937
C -2.964 0.588 0.013
C 1.789 -1.832 -5.495
C -4.217 0.182 -0.617
C -0.669 3.395 6.097
C 2.265 2.230 4.109
H 1.633 -2.613 1.699
N -2.329 2.148 2.413
N 0.273 1.983 2.813
C -0.452 2.495 3.862
H -6.137 -2.565 -1.113
H -7.532 -0.858 -2.281
C 0.895 0.406 -2.030
H 2.063 3.053 6.071
O 0.825 0.552 0.327
C -6.599 -0.591 -1.806
H -4.688 2.173 -1.340
C -5.815 -1.534 -1.152
H 4.288 -1.049 -4.624

***

[3]
The following is a DFT calculation (the ωB97M-V functional and the def2-TZVPD basis) of a molecular structure, C25H22N5O4Rb.

Properties
Multiplicity: 1
Relative energy (zero: lowest compared OMol25 entry of this formula, charge and spin): 6.5 kJ/mol
Electronic energy: -42577.9070 eV
Gap between HOMO and LUMO: 6.73 eV

Atoms and positions in Å:
C 1.374 1.810 -6.544
H -1.426 -3.664 4.265
C -1.674 5.718 4.473
H -1.780 -1.274 4.518
C 0.841 -0.063 -3.297
H -1.243 1.931 -5.757
H -0.294 -5.280 0.450
H -2.538 6.592 6.237
H 2.080 -1.041 0.887
H -3.818 4.568 6.824
N -0.977 -2.105 1.327
C -0.613 1.375 -5.074
C -1.609 4.575 3.693
O -3.852 2.331 5.476
C -1.256 -2.282 2.631
C 2.990 -2.377 -0.521
C -2.290 3.409 4.023
H 2.531 0.273 -4.584
C 2.189 -1.310 -0.157
C -0.567 -4.458 1.097
H 3.513 -2.942 0.241
H 4.936 -3.776 -1.847
C -2.465 5.711 5.611
C -3.102 3.424 5.161
N -1.974 1.058 3.752
N -1.704 0.037 2.919
N 1.509 -0.570 -1.032
C -0.648 -3.168 0.599
C 1.477 0.449 -4.421
H 0.686 1.726 -7.392
C -3.180 4.573 5.945
C -1.611 -1.127 3.451
H -1.017 4.560 2.787
N -0.455 0.123 -3.037
C 3.099 -2.708 -1.866
H 2.449 -2.168 -3.839
C -1.155 0.829 -3.924
H 1.529 2.877 -6.346
H -0.430 -2.977 -0.449
H -0.805 -5.634 2.885
H -4.388 2.546 6.247
H 3.068 1.651 -7.500
C 1.620 -0.886 -2.321
Rb -1.141 0.520 0.047
C 3.939 -3.881 -2.289
O -2.062 2.472 1.877
C 2.400 -1.940 -2.784
C -0.851 -4.646 2.444
C 0.739 1.191 -5.331
H -1.120 6.605 4.194
C -2.112 2.224 3.100
H 4.494 -4.719 -3.960
H -2.210 0.958 -3.708
O 4.007 -3.934 -3.700
C -1.197 -3.555 3.214
O 2.604 1.164 -6.814
H 3.490 -4.794 -1.881

***

[4]
The following is a DFT calculation (the ωB97M-V functional and the def2-TZVPD basis) of 18 unconnected molecules or ions with the total composition CH39O20S.

Properties
Multiplicity: 1
Relative energy (zero: lowest compared OMol25 entry of this formula, charge and spin): 0.0 kJ/mol
Electronic energy: -53443.9510 eV
Net charge: +1
Gap between HOMO and LUMO: 8.45 eV

Atoms and positions in Å:
O 1.195 0.654 0.506
O 1.731 2.897 -2.917
H 2.161 3.725 -2.673
O 0.134 7.251 -1.401
H 2.278 -0.934 4.655
H -3.322 -2.681 4.139
O 2.666 1.357 -8.206
O -2.280 5.204 -0.308
H 0.780 -1.075 4.477
H -2.707 -6.941 -0.612
H -4.651 -0.154 -0.496
O -0.853 -5.835 2.264
H -2.427 5.822 0.421
O 2.583 0.927 0.345
O -3.323 -1.818 3.706
O 1.677 -4.724 3.924
H -0.621 6.803 -1.003
H 0.153 5.953 1.449
H -0.365 -4.253 5.370
H 0.904 1.488 -1.368
H -3.486 -1.197 4.423
C 0.567 0.683 -0.734
H 1.407 -4.135 3.207
H -0.844 3.108 -0.612
O -0.930 -3.500 5.160
O 1.036 2.214 -5.740
H -2.319 4.342 0.111
H -0.610 -3.215 4.300
O -1.781 -6.731 -0.768
H 2.442 -4.281 4.304
H 3.012 1.626 -9.063
H 3.175 0.571 -7.980
H -1.108 -5.241 1.549
H -0.580 4.623 1.604
H 2.375 -2.510 -0.071
H 3.664 1.385 -3.444
H -0.270 -2.440 1.726
O 4.568 1.055 -3.473
S -1.168 1.053 -0.420
O 3.180 -2.019 0.135
H -6.030 0.123 0.095
H -1.369 -6.800 0.101
H 5.097 1.753 -3.075
H 2.674 1.839 0.019
H 0.453 6.638 -2.069
O -1.162 2.557 0.131
O -0.380 5.439 2.068
H -3.241 -1.931 0.376
H 1.707 2.911 -3.888
O -2.748 -1.169 0.706
H 1.134 1.496 -6.377
H -1.505 0.267 0.646
O 1.605 -1.559 4.360
O 0.570 -2.908 1.659
H -3.057 -1.067 1.621
O -5.554 -0.484 -0.482
H 0.577 -0.269 -1.253
H 0.215 2.646 -5.997
H 2.917 -1.096 0.049
H 1.237 -2.265 1.944
H -0.087 -5.405 2.660

***

[5]
The following is a DFT calculation (the ωB97M-V functional and the def2-TZVPD basis) of 9 unconnected molecules or ions with the total composition C24H33F3N6O12.

Properties
Multiplicity: 1
Relative energy (zero: lowest compared OMol25 entry of this formula, charge and spin): 159.2 kJ/mol
Electronic energy: -67066.4638 eV
SMILES: C[N+](=O)[O-].C[N+](=O)[O-].C[N+](=O)[O-].C[N+](=O)[O-].C[N+](=O)[O-].C[N+](=O)[O-].Fc1ccccc1.Fc1ccccc1.Fc1ccccc1
Gap between HOMO and LUMO: 8.14 eV

Atoms and positions in Å:
C -2.966 -2.756 -1.591
H 3.400 -0.958 -4.256
C -3.207 -4.102 -1.641
H -4.592 -5.558 -2.342
H -5.535 -1.544 -3.478
H -1.230 6.101 2.369
C -1.050 -4.041 1.887
C -1.910 5.124 0.557
H -2.315 -5.461 2.816
C 4.781 0.732 -0.416
C 2.016 4.265 2.111
O 0.490 -2.021 -2.765
H -5.869 -4.194 -3.510
H -2.501 -4.652 -1.037
O 3.304 1.468 0.997
C 0.275 -4.275 -2.688
H 1.784 -0.058 -0.260
H 1.719 -0.334 -4.673
F -0.474 -7.444 3.126
O 2.402 5.850 3.924
O 4.332 1.320 -4.004
O 0.182 2.084 0.926
H 0.972 4.011 2.293
H -3.587 -0.769 -2.403
H 5.371 1.074 -1.266
N 0.833 -0.120 5.426
C 0.745 -0.038 0.070
H -0.462 -4.061 -3.463
H -2.982 4.306 -1.093
O 2.993 1.444 -5.738
H -2.791 8.142 1.931
O 0.417 1.857 -1.152
C -3.744 -1.836 -2.343
C -2.658 7.282 1.291
H 1.923 -0.279 3.484
C 1.107 0.275 3.948
C -0.296 -6.226 2.586
H 1.794 -6.601 2.290
C 0.975 -5.953 2.015
C 2.662 -0.162 -4.154
H 2.271 4.285 1.051
N 2.378 5.656 2.680
C -4.345 -4.512 -2.234
O -0.289 0.090 5.858
O 1.705 -0.563 6.128
H 0.900 -5.161 -2.803
C -1.290 -5.237 2.561
H 2.146 -4.613 0.887
H 0.211 0.039 3.374
N 0.403 1.402 -0.049
H 2.676 3.508 2.534
N 3.310 1.043 -4.650
H 0.324 -2.837 0.709
H -4.058 8.308 -0.028
C 1.191 -4.733 1.376
C -1.767 6.202 1.437
F -1.837 -2.333 -1.046
N 4.015 1.835 0.145
O 2.429 6.512 1.853
C -5.188 -3.630 -2.890
H -0.452 -4.538 -1.919
C -4.946 -2.262 -2.928
C -3.509 7.409 0.214
N 0.917 -3.046 -2.328
F -4.598 6.341 -1.611
O 1.922 -3.094 -1.599
H -1.387 4.184 0.660
H 4.137 -0.111 -0.669
C 0.203 -3.757 1.261
O 4.393 2.988 -0.094
H 5.442 0.274 0.320
H 0.693 -0.404 1.095
H 2.467 0.177 -3.137
H 1.375 1.329 4.025
H -1.986 -3.503 1.891
H 0.275 -0.730 -0.629
C -2.805 5.213 -0.534
C -3.632 6.374 -0.685

***

[6]
The following is a DFT calculation (the ωB97M-V functional and the def2-TZVPD basis) of 2 unconnected molecules or ions with the total composition C4H7NO2.

Properties
Multiplicity: 1
Relative energy (zero: lowest compared OMol25 entry of this formula, charge and spin): 343.6 kJ/mol
Electronic energy: -9843.7184 eV
Gap between HOMO and LUMO: 9.53 eV

Atoms and positions in Å:
C 0.857 -0.084 1.427
O -0.195 -2.466 0.237
H 0.207 2.693 0.828
H -0.675 2.087 -0.606
H 1.166 -1.025 1.906
N -0.356 -1.561 -1.816
H 0.965 0.409 -0.663
C 0.293 -0.041 0.067
H -0.850 -2.384 -2.140
C -0.430 1.867 0.416
H -0.498 -0.716 -2.345
C -0.143 -1.469 -0.465
O 0.929 0.951 2.054
H -1.269 1.739 1.098

***

[7]
The following is a DFT calculation (the ωB97M-V functional and the def2-TZVPD basis) of a molecular structure, C24H33ClI2P2SbTb.

Properties
Multiplicity: 7
Relative energy (zero: lowest compared OMol25 entry of this formula, charge and spin): 0.0 kJ/mol
Electronic energy: -101685.1005 eV
Expectation value of S²: 12.72
Net charge: +2
Gap between HOMO and LUMO (spin up / spin down): 5.52 / 5.56 eV

Atoms and positions in Å:
H 3.790 -1.606 2.951
C 2.987 -1.246 2.292
C -1.132 1.945 3.155
C -2.010 1.996 4.251
H 3.875 3.247 3.058
Sb -0.054 0.926 0.428
I 1.492 -0.709 -1.885
C -2.955 -3.597 -2.241
C 4.359 3.101 0.941
H 2.267 1.973 -1.470
H 0.383 1.748 -2.621
P -1.700 -2.279 -2.441
I -0.957 -1.961 1.274
C -1.083 2.119 -1.069
H 2.132 -0.928 2.917
H 3.360 -0.364 1.740
H -2.759 2.597 0.224
H 1.679 2.114 2.827
C -2.439 3.593 -3.016
H 5.361 3.510 1.051
H -3.581 -3.635 -3.134
C 2.597 2.238 -0.467
H -0.630 -3.482 -4.255
H -1.696 2.520 5.157
H -2.443 -4.562 -2.109
H -3.940 3.920 -1.482
C -1.259 -2.584 -4.192
C 2.338 -3.982 2.296
C -1.537 1.307 1.995
C 3.539 2.927 2.063
H -3.176 0.306 0.955
H 4.788 -3.303 1.190
C 3.889 2.753 -0.330
P 2.484 -2.577 1.129
H -2.173 -2.739 -4.769
C -3.669 0.754 2.985
C -0.545 2.253 -2.344
Tb 0.536 -3.347 -0.926
H -0.701 -1.727 -4.596
H -0.742 3.126 -4.301
H -2.973 4.158 -3.785
H -4.640 0.259 2.898
H 2.066 -4.889 1.736
H -3.937 1.397 5.025
C -1.203 3.010 -3.320
H -0.141 2.414 3.221
H 3.300 -4.134 2.790
C -2.983 3.450 -1.744
H -3.566 -1.039 -3.407
C -2.818 0.758 1.876
H 1.560 -3.773 3.043
H -3.289 -0.558 -1.702
C -2.316 2.710 -0.759
Cl 0.941 -5.670 -1.576
C 2.279 2.340 1.935
H 4.510 -2.115 -0.129
C -2.793 -0.815 -2.656
H 3.976 -3.813 -0.322
H -2.220 0.067 -2.995
C -3.270 1.382 4.167
H 4.499 2.877 -1.227
H -3.573 -3.390 -1.355
C 1.810 2.018 0.656
C 4.106 -2.991 0.397

***

[8]
The following is a DFT calculation (the ωB97M-V functional and the def2-TZVPD basis) of a single C5H7NO molecule.

Properties
Multiplicity: 1
Relative energy (zero: lowest compared OMol25 entry of this formula, charge and spin): 514.7 kJ/mol
Electronic energy: -8830.8680 eV
Gap between HOMO and LUMO: 9.39 eV

Atoms and positions in Å:
N -2.771 -0.862 -0.523
H 1.370 0.875 -0.286
C -0.552 1.577 1.734
C 0.575 0.200 -0.622
H 0.227 -1.933 -0.888
C -1.858 -0.247 -0.169
H 1.891 -1.419 -1.194
H 0.569 1.666 1.711
C -0.650 0.490 0.229
O -0.937 1.855 0.397
H 1.301 -1.541 0.469
H 0.324 0.482 -1.651
H -0.509 0.114 1.345
C 1.021 -1.257 -0.552

***

[9]
The following is a DFT calculation (the ωB97M-V functional and the def2-TZVPD basis) of a molecular structure, C14H14BiI2N4O4STe.

Properties
Multiplicity: 1
Relative energy (zero: lowest compared OMol25 entry of this formula, charge and spin): 95.5 kJ/mol
Electronic energy: -69063.3799 eV
Net charge: -1
Gap between HOMO and LUMO: 6.05 eV

Atoms and positions in Å:
H 0.574 0.977 -5.485
C -2.416 1.381 0.394
Te 3.339 1.239 -1.414
C 2.221 -4.099 0.232
H 2.578 -5.068 0.556
S 1.317 3.277 -0.415
C -1.865 0.977 1.640
H 2.786 -4.363 -1.838
N 0.441 0.308 1.089
C -0.397 1.207 1.895
I -4.643 1.687 -1.612
C -3.792 1.141 0.212
H -2.221 0.113 3.558
C 1.878 -2.461 -1.454
H 1.112 -1.021 2.590
C 1.201 -1.987 0.693
C -4.593 0.561 1.182
C -4.018 0.190 2.385
H -0.185 1.096 2.966
O 2.577 2.768 0.647
O -0.020 0.458 -3.596
C 2.340 -3.713 -1.098
H 1.415 0.696 0.982
H 0.499 2.334 -4.342
O 1.894 4.473 -1.019
O -1.688 1.946 -0.537
H 1.956 -2.092 -2.471
H 1.825 1.179 -4.250
C 1.649 -3.228 1.138
H -0.138 2.227 1.613
I -5.201 -0.697 3.866
H 1.552 -3.491 2.184
C 0.542 -1.019 1.649
H -5.645 0.400 0.995
N 1.353 2.027 -1.482
Bi -0.167 0.527 -1.471
N 1.324 -1.621 -0.580
N 2.996 1.396 0.542
C 0.748 1.272 -4.443
H -0.460 -1.395 1.889
C -2.666 0.397 2.611

***

Question: The highest relative energy (zero: lowest compared OMol25 entry of this formula, charge and spin) belongs to which entry?
Answer: C5H7NO